[1]
This record from the OMol25 dataset describes C7H15N in the gas phase in a non-equilibrium geometry. The level of theory is ωB97M-V/def2-TZVPD.

Positions of all 23 atoms, in Å:
1 C 2.47837 -0.74527 -2.15462
2 C 2.35192 -0.42380 -0.65737
3 C 1.14135 0.45399 -0.18043
4 C -0.17739 -0.40936 -0.15883
5 N -3.60124 0.73920 0.81981
6 C -2.34621 0.27867 0.22096
7 C -1.17222 0.09626 0.88756
8 C -0.74550 0.49381 2.24844
9 H 1.48737 -0.62359 -2.63266
10 H 2.61305 -1.85895 -2.36528
11 H 3.30627 -0.15869 -2.75634
12 H 2.42059 -1.35043 -0.14271
13 H 3.13220 0.20705 -0.43049
14 H 1.08688 1.16558 -1.03624
15 H 1.12701 1.21801 0.64984
16 H -0.84430 -0.53135 -0.99817
17 H 0.07809 -1.49840 -0.04120
18 H -4.12109 -0.02234 1.30502
19 H -4.09227 1.56743 0.47937
20 H -2.37392 -0.03561 -0.83562
21 H -0.37291 -0.51476 2.76534
22 H -1.53777 0.84588 2.85087
23 H 0.16171 1.10669 2.16275

Force components x, y, z for each atom (eV/Å):
-0.204 -0.614 -1.775
-1.033 0.680 0.060
-1.515 -0.179 -2.816
0.914 -0.836 1.716
0.914 -1.212 0.614
-1.168 0.642 1.729
-1.223 0.224 -2.847
1.583 -3.349 0.270
0.470 0.532 -0.112
0.396 1.378 0.568
-1.792 -1.063 1.351
0.090 -0.585 0.936
2.464 0.844 0.814
-0.443 -0.227 0.261
1.012 -1.610 -0.398
1.010 0.648 -1.090
0.225 0.800 0.693
0.342 1.488 -0.835
0.267 -0.989 0.050
-0.394 0.439 0.571
-0.605 2.000 -0.830
-0.663 0.867 0.536
-0.645 0.123 0.534

## Properties
* SMILES: CCCC/C(C)=C/N
* F_max: 3.71 eV/A
* energy relative to the best compared isomer or geometry (same formula, charge and spin): 62.7 kcal per mole
* lowest unoccupied orbital energy: 0.03918 Ha

[2]
This record from the OMol25 dataset describes a molecular structure, C55H58BClF12N3O4ScTe. The level of theory is ωB97M-V/def2-TZVPD.

Positions of all 136 atoms, in Å:
1 Sc -1.28090 -0.13832 0.10245
2 C -0.61749 0.13105 7.48637
3 C -0.80112 0.42805 6.01783
4 C -0.14669 1.47376 5.38496
5 C -0.37640 1.74840 4.04994
6 C -1.29013 1.02698 3.24912
7 N -1.64079 1.45932 1.95673
8 C -1.74847 2.82851 1.76363
9 C -1.81883 3.76805 2.82808
10 C -1.60343 5.12204 2.66129
11 C -1.37240 5.65805 1.40124
12 C -0.92047 7.08062 1.17855
13 C -1.61708 4.80917 0.33120
14 C -1.88009 3.44840 0.47727
15 C -2.46782 2.65078 -0.68340
16 O -1.89420 1.44228 -0.92717
17 C -4.01500 2.52561 -0.33808
18 F -4.60039 3.73771 -0.18106
19 F -4.71358 1.89369 -1.31435
20 F -4.24057 1.86819 0.79061
21 C -2.44541 3.42707 -2.04749
22 F -2.90309 2.64758 -3.04350
23 F -3.18728 4.56134 -2.10399
24 F -1.19266 3.77763 -2.36779
25 C -1.73754 -0.18987 3.84748
26 C -1.55120 -0.40899 5.20858
27 C -2.21674 -1.34297 2.95540
28 O -1.48446 -1.38801 1.79336
29 C -3.78767 -1.19325 2.84857
30 F -4.36998 -1.35048 4.07381
31 F -4.16794 0.01686 2.46098
32 F -4.36474 -2.11324 2.05090
33 C -2.00942 -2.79764 3.58508
34 F -2.81902 -3.16394 4.61051
35 F -0.75910 -2.98965 4.04245
36 F -2.20840 -3.71910 2.62329
37 H -0.20136 0.99358 8.01183
38 H 0.06551 -0.71301 7.63285
39 H -1.57079 -0.13085 7.95415
40 H 0.55384 2.09153 5.94315
41 H 0.16453 2.55969 3.58101
42 H -2.02876 3.39802 3.81967
43 H -1.61234 5.77109 3.53387
44 H -0.84205 7.62208 2.12405
45 H -1.60746 7.62563 0.52318
46 H 0.06409 7.09934 0.70116
47 H -1.61052 5.24957 -0.65554
48 H -1.97973 -1.29592 5.66109
49 Cl -6.52757 -3.38202 -4.75569
50 C -5.13599 -2.80614 -3.84951
51 C -3.84385 -3.02701 -4.36246
52 C -2.74369 -2.58473 -3.68253
53 C -2.85025 -1.89019 -2.42944
54 O -1.82523 -1.49318 -1.81229
55 C -4.18471 -1.69519 -1.94857
56 C -4.36225 -0.99910 -0.70945
57 O -3.45587 -0.60199 -0.00261
58 C -5.30240 -2.14747 -2.66536
59 H -3.73807 -3.55527 -5.30283
60 H -1.74515 -2.74316 -4.07670
61 H -5.40297 -0.82529 -0.38705
62 H -6.29593 -1.96407 -2.26754
63 C 3.07081 0.21378 4.08584
64 Te 1.43726 -0.90257 3.20518
65 C 2.44073 -2.78214 3.44120
66 H 3.85256 -0.47421 4.41881
67 H 2.68678 0.76163 4.94800
68 H 3.49333 0.92277 3.36932
69 H 3.45848 -2.75340 3.06453
70 H 1.86602 -3.50874 2.86434
71 H 2.43411 -3.07156 4.49286
72 C 6.15349 -2.27322 -0.20303
73 C 4.70681 -1.77490 -0.20783
74 C 4.53774 -0.69742 0.86364
75 C 3.68044 -2.90082 -0.04556
76 C 4.06443 -4.08404 0.57590
77 C 3.18207 -5.14344 0.72627
78 C 1.89908 -5.03375 0.22649
79 C 1.46890 -3.87472 -0.41962
80 C 0.11849 -3.88451 -1.10644
81 C 0.18204 -4.81344 -2.32566
82 C -1.01393 -4.29623 -0.16303
83 C 2.35250 -2.78903 -0.53339
84 N 1.99983 -1.62237 -1.28506
85 B 1.06118 -0.47327 -1.07767
86 N 1.54754 0.41644 -2.15312
87 C 2.52352 -0.21537 -2.93664
88 C 2.78786 -1.41993 -2.42538
89 C 1.17233 1.69623 -2.67078
90 C 0.47182 1.72155 -3.88874
91 C 0.30099 2.93216 -4.55210
92 C 0.81634 4.10527 -4.02896
93 C 1.47938 4.07201 -2.81322
94 C 1.67323 2.88266 -2.11112
95 C 2.52045 2.96448 -0.84418
96 C 1.80191 2.50487 0.42889
97 C 3.86263 2.23640 -1.01363
98 C -0.06852 0.44685 -4.52442
99 C -1.59645 0.48924 -4.61034
100 C 0.55050 0.21054 -5.90519
101 H 6.81803 -1.45126 -0.48140
102 H 6.30247 -3.09341 -0.91189
103 H 6.45576 -2.61488 0.79190
104 H 4.53701 -1.29815 -1.16642
105 H 4.75809 -1.10695 1.85330
106 H 3.51506 -0.32128 0.87339
107 H 5.22056 0.13808 0.67462
108 H 5.07600 -4.19370 0.94958
109 H 3.50300 -6.05289 1.22352
110 H 1.22266 -5.87808 0.30988
111 H -0.10274 -2.88415 -1.45531
112 H 0.39077 -5.84579 -2.02269
113 H 0.97335 -4.49595 -3.01281
114 H -0.77160 -4.79694 -2.86180
115 H -0.84971 -5.29096 0.26663
116 H -1.11058 -3.57755 0.65293
117 H -1.96139 -4.31146 -0.70822
118 H 2.95291 0.26259 -3.80312
119 H 3.46640 -2.17776 -2.78693
120 H -0.24117 2.95621 -5.49260
121 H 0.68585 5.04264 -4.55994
122 H 1.87461 4.99455 -2.39842
123 H 2.75178 4.02519 -0.71110
124 H 1.53556 1.44856 0.37949
125 H 0.87659 3.07137 0.57481
126 H 2.44698 2.66368 1.30068
127 H 3.71540 1.15867 -1.09636
128 H 4.50590 2.43247 -0.14888
129 H 4.37929 2.58464 -1.91348
130 H 0.18997 -0.39618 -3.88661
131 H -1.94244 1.33766 -5.21085
132 H -2.02083 0.58045 -3.60958
133 H -1.97745 -0.43214 -5.06044
134 H 0.25242 0.99269 -6.61086
135 H 0.22230 -0.75296 -6.30719
136 H 1.64188 0.20353 -5.85127

Force components x, y, z for each atom (eV/Å):
-0.652 -0.329 0.218
0.019 -0.050 -0.140
0.004 0.011 0.142
0.020 0.086 0.008
-0.024 -0.063 -0.134
-0.058 0.097 0.046
0.468 -0.257 -0.364
0.100 -0.196 0.169
-0.096 -0.008 -0.039
0.014 -0.054 0.015
0.030 0.080 -0.032
-0.113 -0.124 -0.041
0.006 -0.072 0.132
0.041 -0.072 -0.088
-0.471 0.060 -0.143
-0.020 0.281 0.179
0.051 -0.011 -0.111
0.023 -0.053 -0.060
0.110 0.040 0.139
0.008 -0.029 -0.036
0.234 -0.179 -0.065
0.068 0.224 0.137
0.053 -0.082 -0.009
-0.527 -0.025 0.283
0.155 -0.056 -0.104
-0.051 0.014 -0.064
-0.166 -0.261 -0.122
-0.728 0.436 -0.108
0.053 0.045 0.067
0.114 -0.017 -0.097
0.044 -0.081 -0.156
0.027 0.079 0.054
0.118 -0.014 -0.178
0.092 0.105 -0.072
-0.043 0.099 -0.157
-0.087 0.110 0.289
-0.027 -0.030 -0.004
-0.037 0.044 0.025
0.066 0.026 0.012
-0.025 -0.018 -0.043
-0.063 0.081 0.034
0.103 0.005 0.055
0.036 -0.035 -0.002
-0.033 -0.003 -0.024
0.028 0.019 0.040
-0.013 0.054 0.038
0.009 -0.034 0.015
0.032 -0.020 -0.070
0.032 0.005 0.015
-0.015 -0.013 -0.040
-0.062 0.001 0.072
0.099 -0.133 -0.042
-0.188 -0.086 0.008
0.701 0.308 0.283
0.123 0.075 -0.082
-0.108 -0.180 -0.208
0.007 0.203 0.330
-0.028 0.037 0.023
0.025 0.028 0.003
-0.042 -0.006 0.030
-0.072 -0.004 0.078
0.036 -0.017 -0.016
-0.053 0.110 0.000
0.810 0.005 0.168
-0.209 -0.074 0.044
-0.122 0.016 -0.090
0.046 -0.045 -0.068
-0.040 -0.127 0.035
0.026 0.053 -0.097
0.095 0.006 0.014
-0.006 0.026 -0.058
-0.042 -0.003 -0.059
-0.010 -0.160 0.330
-0.044 -0.015 -0.030
0.009 0.049 -0.049
0.002 -0.019 0.013
-0.022 0.022 0.019
0.050 0.027 0.070
0.054 0.144 -0.083
-0.002 -0.253 0.166
0.021 0.082 -0.035
0.096 0.150 -0.015
-0.004 0.013 0.002
0.145 -0.186 -0.064
-0.103 -0.081 0.203
0.131 -0.004 -0.178
-0.033 0.050 0.061
-0.258 -0.058 -0.033
-0.029 -0.026 -0.003
-0.008 -0.099 -0.041
0.150 0.008 -0.032
0.147 -0.089 -0.119
0.058 -0.001 -0.086
0.117 0.170 0.016
0.009 -0.354 0.017
-0.125 0.197 -0.064
-0.062 0.063 -0.008
-0.175 0.159 -0.034
0.028 -0.032 0.047
0.030 -0.019 0.027
-0.003 -0.023 0.014
0.018 0.040 0.056
0.022 0.004 -0.069
0.015 0.058 -0.031
-0.018 0.003 0.034
-0.027 0.042 0.054
-0.055 -0.073 0.036
-0.057 0.036 -0.009
-0.012 0.028 -0.020
0.000 0.069 -0.010
-0.016 0.159 -0.079
-0.020 0.047 -0.019
-0.060 -0.037 0.014
0.049 -0.011 0.025
-0.046 0.048 -0.045
0.012 -0.079 -0.106
0.003 -0.005 0.014
-0.028 0.000 -0.003
-0.004 0.030 0.001
0.017 -0.025 0.048
-0.004 -0.020 0.055
-0.010 -0.043 0.025
-0.020 0.059 -0.049
0.052 -0.033 0.033
0.060 -0.045 0.016
-0.022 -0.015 -0.031
0.036 0.083 0.012
-0.043 -0.023 -0.038
-0.005 -0.034 0.028
0.036 0.003 0.056
0.031 -0.052 0.034
0.012 -0.028 -0.100
0.036 0.094 -0.019
0.006 -0.043 0.021
-0.004 0.052 0.002
-0.025 -0.014 -0.026

## Properties
* F_max: 0.86 eV/A
* energy relative to the best compared isomer or geometry (same formula, charge and spin): 17.1 kcal per mole
* lowest unoccupied orbital energy: 0.13620 Ha
* net charge: -2

[3]
This record from the OMol25 dataset describes a molecular structure, C23H34BaCl2N3O3 in a non-equilibrium geometry. The level of theory is ωB97M-V/def2-TZVPD.

Positions of all 66 atoms, in Å:
1 O -0.88893 1.02319 2.05905
2 C -1.71868 0.26844 2.78162
3 C -0.99000 -0.40981 3.98673
4 C 0.36096 -0.81850 3.96832
5 H 0.99436 -0.70939 3.07441
6 C 0.89548 -1.41012 5.12002
7 H 1.94673 -1.71029 5.10394
8 C 0.10635 -1.63185 6.24406
9 H 0.53398 -2.08275 7.12847
10 C -1.23965 -1.24204 6.24158
11 H -1.87624 -1.41032 7.10094
12 C -1.77256 -0.63059 5.11415
13 H -2.83078 -0.34901 5.06196
14 H -2.49999 0.91349 3.25525
15 C -3.40357 -0.10389 0.88714
16 C -2.50776 -0.72135 1.91400
17 H -4.27333 -0.74543 0.70319
18 H -2.90683 0.06531 -0.08624
19 H -3.73682 0.87541 1.24815
20 C -2.35531 -2.04360 2.04939
21 C -3.13397 -3.09798 1.33584
22 H -1.61302 -2.44484 2.74248
23 H -3.72075 -3.68756 2.06052
24 H -2.42889 -3.77218 0.83065
25 H -3.81836 -2.72395 0.56329
26 Ba 0.22684 -0.53594 0.27705
27 Cl 2.55605 -2.20723 0.99853
28 Cl -1.43349 -2.53528 -1.31386
29 C 0.84324 -1.36342 -2.68609
30 O 0.73317 -0.18466 -2.32176
31 N 1.18991 -1.78711 -3.88595
32 C 1.31876 -0.80311 -4.95530
33 C 1.64459 -3.16279 -4.11755
34 H 0.62871 -2.19469 -1.96632
35 H 1.02359 0.16750 -4.54795
36 H 0.66118 -1.07463 -5.78501
37 H 2.35149 -0.77556 -5.31469
38 H 1.63621 -3.68994 -3.15313
39 H 2.65760 -3.14173 -4.53836
40 H 0.96004 -3.66742 -4.80828
41 H -2.84657 3.66948 -3.07270
42 H -2.20790 5.59132 -1.25165
43 C -3.25629 3.19242 -2.16929
44 C -2.49835 4.87291 -0.46995
45 N -2.45423 3.50836 -0.98848
46 H -3.28875 2.10778 -2.31672
47 C -1.55558 2.62902 -0.51696
48 O -1.28660 1.53224 -1.04579
49 H -1.79453 4.92778 0.37006
50 H -1.06678 2.94666 0.43361
51 H -4.27204 3.58000 -2.02458
52 H -3.51039 5.11022 -0.11615
53 N 2.01542 2.17461 0.07195
54 C 3.36264 1.99644 -0.37038
55 C 4.37685 2.93080 -0.08129
56 C 5.67737 2.71207 -0.56959
57 C 5.97258 1.56232 -1.31163
58 C 4.97218 0.62596 -1.56834
59 C 3.66814 0.84024 -1.09971
60 H 1.97443 2.67383 0.95102
61 H 1.45502 2.70184 -0.60012
62 H 4.16028 3.81004 0.51871
63 H 6.46248 3.43198 -0.36025
64 H 6.98920 1.39702 -1.68712
65 H 5.19004 -0.27938 -2.12602
66 H 2.90121 0.09248 -1.27890

Force components x, y, z for each atom (eV/Å):
1.249 0.672 -1.424
0.013 -0.217 0.914
-0.234 -0.026 -0.696
-0.753 0.161 0.261
-0.324 0.071 0.597
0.141 0.015 -0.472
-0.344 0.014 0.083
-0.365 0.324 -0.056
0.046 -0.077 0.047
0.303 -0.006 -0.229
0.089 -0.069 0.120
0.149 -0.246 0.167
0.384 -0.050 0.155
-0.127 -0.213 0.161
-0.283 0.183 -0.233
0.540 -0.613 0.567
0.103 0.267 -0.027
-0.126 -0.183 0.437
-0.073 -0.040 -0.068
-0.248 0.061 -0.123
-0.091 -0.532 -0.244
-0.231 0.254 0.110
0.161 0.103 -0.097
-0.334 0.058 0.097
0.310 -0.055 0.258
-0.509 0.431 0.362
0.094 0.066 -0.066
-0.541 -0.193 0.004
0.160 -0.438 1.994
0.059 -0.215 -0.794
0.527 0.148 -1.328
-0.009 -0.359 0.141
-0.600 0.508 0.294
0.585 0.472 -0.620
0.135 -0.192 -0.146
0.035 0.038 -0.025
-0.038 0.123 -0.013
0.066 0.121 -0.373
-0.167 -0.082 0.127
0.183 -0.018 0.036
0.005 -0.144 0.188
-0.047 -0.133 0.228
0.069 0.146 0.097
-0.024 -0.539 -0.011
-0.343 0.333 -0.422
0.102 0.294 0.108
0.940 -1.760 -0.123
-0.549 1.908 0.671
-0.243 0.159 -0.212
-0.194 -0.229 -0.405
0.144 -0.120 0.035
0.217 0.035 -0.060
-0.346 0.086 -0.007
0.565 0.053 -0.197
0.363 -0.732 -0.544
-0.511 -0.297 0.123
0.004 0.149 -0.001
-0.425 0.379 0.240
0.587 0.229 0.016
-0.022 -0.012 0.085
0.184 -0.351 0.085
-0.051 -0.065 -0.106
-0.090 -0.046 0.011
-0.414 0.080 0.185
0.011 0.084 0.093
0.130 0.226 0.026

## Properties
* F_max: 2.10 eV/A
* energy relative to the best compared isomer or geometry (same formula, charge and spin): 5.7 kcal per mole
* lowest unoccupied orbital energy: 0.07998 Ha
* net charge: -1

Listing Kohn-Sham gap for the structures above in their given order: 0.34955; 0.20605; 0.25521 Eh.